# 1
Computed, not measured: 4 unconnected molecules or ions with the total composition C38H84BrFIN4O3P in a non-equilibrium geometry, with ωB97M-V/def2-TZVPD.

Values from the calculation:
**SMILES**: CCC[C@@](C[C@@H](C)Br)(O[C@H](I)C[C@H](C)F)[C@@H](CCC(N)=O)OCP(CC)CC.CCN(CC)CC.CCN(CC)CC.CCN(CC)CC
**Electronic energy**: -143018.69865 eV

```
133
C38H84BrFIN4O3P ωB97M-V/def2-TZVPD
C -3.166 -1.183 -0.907
C -2.066 -0.368 -0.166
C -0.747 -1.197 -0.106
C 0.321 -0.690 -1.125
C -0.122 -1.166 -2.506
C 0.966 -1.136 -3.618
C 1.248 -2.549 -4.169
Br 0.389 -0.068 -5.190
O 0.458 0.698 -0.867
C 0.470 1.658 -1.859
I 2.519 2.539 -1.838
C -0.441 2.824 -1.405
C -1.818 2.987 -2.084
C -2.268 1.951 -3.088
F -1.875 4.250 -2.663
C 1.643 -1.422 -0.668
C 2.414 -0.556 0.361
C 3.336 -1.411 1.270
C 2.751 -1.565 2.657
N 3.590 -1.141 3.726
O 1.664 -1.957 2.859
O 1.328 -2.650 -0.014
C 1.815 -3.791 -0.686
P 0.908 -5.310 -0.061
C 0.901 -6.510 -1.487
C 0.454 -5.887 -2.842
C -0.872 -4.877 0.142
C -1.196 -4.324 1.547
H -3.832 -0.551 -1.494
H -3.729 -1.800 -0.212
H -2.726 -1.885 -1.618
H -1.945 0.571 -0.695
H -2.442 -0.233 0.843
H -1.036 -2.210 -0.332
H -0.376 -1.106 0.911
H -0.434 -2.201 -2.402
H -0.998 -0.654 -2.897
H 1.886 -0.669 -3.289
H 2.119 -3.005 -3.700
H 1.498 -2.441 -5.221
H 0.356 -3.167 -4.137
H 0.360 1.373 -2.899
H 0.064 3.780 -1.466
H -0.609 2.660 -0.343
H -2.572 3.012 -1.294
H -3.139 2.367 -3.595
H -2.612 1.046 -2.598
H -1.528 1.780 -3.865
H 2.337 -1.610 -1.494
H 1.749 -0.017 1.028
H 3.076 0.083 -0.214
H 3.638 -2.349 0.811
H 4.252 -0.832 1.390
H 3.009 -0.908 4.525
H 4.232 -1.881 3.994
H 1.591 -3.696 -1.758
H 2.894 -3.957 -0.589
H 0.125 -7.221 -1.210
H 1.857 -7.018 -1.556
H -0.223 -6.535 -3.393
H -0.061 -4.943 -2.675
H 1.347 -5.713 -3.439
H -1.416 -5.822 0.056
H -1.278 -4.254 -0.661
H -0.979 -5.136 2.238
H -2.268 -4.146 1.645
H -0.629 -3.429 1.783
C -0.156 2.092 2.712
C 0.185 3.254 3.630
N 1.058 2.866 4.720
C 1.143 3.857 5.779
C 1.742 5.225 5.437
C 2.313 2.241 4.332
C 3.238 3.008 3.382
H -0.551 1.245 3.277
H -0.918 2.397 1.991
H 0.715 1.757 2.144
H -0.750 3.631 4.054
H 0.606 4.074 3.028
H 1.695 3.429 6.621
H 0.129 4.020 6.161
H 2.821 5.174 5.298
H 1.561 5.918 6.262
H 1.294 5.660 4.543
H 2.079 1.278 3.865
H 2.869 1.977 5.235
H 2.708 3.397 2.511
H 4.017 2.336 3.013
H 3.742 3.837 3.878
C -4.720 -6.618 0.704
C -5.374 -5.958 1.909
N -6.602 -5.261 1.579
C -7.060 -4.364 2.627
C -7.459 -4.975 3.974
C -7.631 -6.061 0.936
C -8.116 -7.324 1.655
H -4.581 -5.901 -0.107
H -3.737 -7.003 0.982
H -5.310 -7.458 0.333
H -4.664 -5.230 2.312
H -5.522 -6.715 2.695
H -7.898 -3.774 2.245
H -6.262 -3.637 2.811
H -8.406 -5.509 3.915
H -7.589 -4.179 4.711
H -6.698 -5.655 4.360
H -7.261 -6.357 -0.050
H -8.491 -5.421 0.721
H -7.290 -7.949 1.997
H -8.714 -7.927 0.968
H -8.750 -7.093 2.510
C 2.565 6.683 -2.110
C 3.350 7.685 -2.943
N 4.738 7.795 -2.535
C 5.415 8.957 -3.084
C 5.581 9.040 -4.606
C 5.498 6.557 -2.541
C 5.566 5.759 -3.848
H 2.666 6.894 -1.044
H 1.505 6.739 -2.364
H 2.891 5.658 -2.293
H 2.877 8.664 -2.818
H 3.247 7.424 -4.007
H 6.400 9.047 -2.616
H 4.865 9.845 -2.757
H 6.329 8.338 -4.973
H 5.924 10.041 -4.880
H 4.644 8.861 -5.133
H 5.080 5.901 -1.770
H 6.514 6.765 -2.196
H 4.583 5.619 -4.299
H 5.974 4.766 -3.647
H 6.219 6.229 -4.582
```

Atomic partial charges in e from the Mulliken method, atoms 1 to 8: number 1, C, carries -1.34; number 2, C, carries 0.01; number 3, C, carries -0.38; number 4, C, carries 2.10; number 5, C, carries -1.60; number 6, C, carries -0.23; number 7, C, carries -1.19; number 8, Br, carries -0.10

# 2
Computed, not measured: a molecular structure, C5H10F15O20Pt3S5 in a non-equilibrium geometry, with ωB97M-V/def2-TZVPD.

Values from the calculation:
**Multiplicity**: 7
**Net charge**: +1
**⟨S²⟩**: 12.0074
**Electronic energy**: -150961.10022 eV

```
58
C5H10F15O20Pt3S5 ωB97M-V/def2-TZVPD
Pt 8.277 -2.883 5.355
Pt 4.159 -4.553 2.099
Pt 9.278 -6.551 2.029
C 5.297 -0.205 3.541
F 5.297 0.672 4.543
F 4.330 0.090 2.701
F 6.476 -0.183 2.940
S 5.026 -1.850 4.318
O 4.795 -2.803 3.227
O 6.323 -2.070 4.943
O 3.948 -1.718 5.209
C 6.417 -5.805 -1.498
F 7.190 -6.513 -2.300
F 6.927 -4.603 -1.350
F 5.190 -5.736 -1.998
S 6.312 -6.670 0.110
O 5.697 -7.906 -0.184
O 7.677 -6.778 0.600
O 5.503 -5.757 0.935
C 11.518 -5.993 6.011
F 11.894 -5.172 6.986
F 12.527 -6.786 5.702
F 10.470 -6.710 6.401
S 11.103 -4.960 4.560
O 10.201 -3.967 5.122
O 12.322 -4.493 4.032
O 10.410 -5.912 3.680
C 9.362 -1.994 0.884
F 8.579 -0.932 0.724
F 9.712 -2.493 -0.297
F 10.444 -1.688 1.595
S 8.388 -3.276 1.782
O 9.208 -4.480 1.579
O 8.401 -2.887 3.173
O 7.097 -3.316 1.187
C 6.184 -7.285 5.369
F 7.210 -7.692 6.070
F 5.733 -8.232 4.563
F 5.180 -6.950 6.201
S 6.633 -5.832 4.323
O 5.377 -5.437 3.735
O 7.219 -4.887 5.233
O 7.548 -6.336 3.337
O 7.453 -9.999 2.124
H 6.798 -10.044 2.827
H 7.041 -10.442 1.375
O 4.971 -4.297 7.505
H 4.368 -4.870 7.005
H 5.242 -4.814 8.273
O 7.839 -3.069 7.457
H 7.091 -3.635 7.709
H 8.458 -3.035 8.195
O 2.793 -5.906 3.268
H 2.817 -5.724 4.227
H 2.304 -6.727 3.144
O 2.736 -5.742 6.107
H 1.784 -5.595 6.175
H 2.895 -6.549 6.613
```

Atomic partial charges in e from the natural (NBO) method, atoms 1 to 8: number 1, Pt, carries 1.53; number 2, Pt, carries 1.59; number 3, Pt, carries 1.53; number 4, C, carries 0.73; number 5, F, carries -0.30; number 6, F, carries -0.29; number 7, F, carries -0.30; number 8, S, carries 2.40

# 3
Computed, not measured: a molecular structure, C10H21IN3OP2V in a non-equilibrium geometry, with ωB97M-V/def2-TZVPD.

Values from the calculation:
**Multiplicity**: 2
**Net charge**: +3
**⟨S²⟩**: 0.8124
**Energy above the lowest of the compared OMol25 structures with the same formula, charge and spin**: 0.0 kcal/mol
**Electronic energy**: -69559.84890 eV

```
39
C10H21IN3OP2V ωB97M-V/def2-TZVPD
C -1.033 -2.466 0.089
I -1.010 -1.519 2.228
H -1.883 -3.028 0.490
H -0.148 -3.102 0.004
H -1.380 -2.099 -0.920
V -0.020 -0.291 -0.182
P 2.106 -1.097 0.541
C 3.420 -0.516 -0.569
C 2.630 -0.511 2.189
H 3.528 -1.041 2.537
H 3.360 -3.095 0.993
H 1.813 -0.678 2.898
H 1.608 -3.395 1.256
H 3.582 0.562 -0.423
H 2.845 0.563 2.152
C 2.346 -2.909 0.599
H 4.339 -1.068 -0.322
H 2.265 -3.368 -0.402
H 3.149 -0.692 -1.620
P -2.222 0.553 -0.424
C -2.318 1.512 -1.953
C -3.682 -0.549 -0.496
H -2.455 1.312 1.878
H -3.731 1.974 0.804
H -2.074 2.659 0.769
C -2.661 1.738 0.887
H -3.763 -1.078 0.462
H -4.596 0.036 -0.684
H -3.373 1.586 -2.239
H -1.747 1.039 -2.759
H -3.548 -1.285 -1.301
H -1.897 2.502 -1.750
C 0.419 -0.384 -1.977
O 0.702 -0.542 -3.118
N 0.704 1.479 0.276
C 0.783 2.646 0.080
N 0.577 3.847 -0.234
C 1.364 4.871 0.022
N 2.002 5.832 0.222
```

Atomic partial charges in e from the natural (NBO) method, atoms 1 to 8: number 1, C, carries -0.82; number 2, I, carries 0.56; number 3, H, carries 0.33; number 4, H, carries 0.28; number 5, H, carries 0.30; number 6, V, carries 0.67; number 7, P, carries 1.01; number 8, C, carries -0.93

# 4
Computed, not measured: a molecular structure, C2H5N3O2 in a non-equilibrium geometry, with ωB97M-V/def2-TZVPD.

Values from the calculation:
**Energy above the lowest of the compared OMol25 structures with the same formula, charge and spin**: 78.7 kcal/mol
**Electronic energy**: -10718.39757 eV

```
12
C2H5N3O2 ωB97M-V/def2-TZVPD
N 1.185 0.533 -0.278
N -1.170 0.080 -0.011
C -0.259 -0.737 -0.251
N 2.238 0.130 0.614
C -2.521 0.138 -0.180
O 0.248 -1.796 -0.247
O -3.262 0.756 0.527
H 1.581 0.660 -1.208
H 0.570 1.324 0.093
H 1.881 0.212 1.563
H 2.383 -0.868 0.447
H -2.873 -0.431 -1.068
```

Atomic partial charges in e from the natural (NBO) method, atoms 1 to 8: number 1, N, carries -0.58; number 2, N, carries -0.71; number 3, C, carries 0.87; number 4, N, carries -0.65; number 5, C, carries 0.54; number 6, O, carries -0.56; number 7, O, carries -0.54; number 8, H, carries 0.39